{
  "formula": "C5H6",
  "method": "ωB97M-V/def2-TZVPD",
  "e_homo_ev": -8.8,
  "orbital_gap_ev": 9.88,
  "largest_force_ev_per_a": 1.7,
  "total_charge": 0,
  "energy_ev": -5276.463,
  "species": ["C", "C", "C", "C", "C", "H", "H", "H", "H", "H", "H"],
  "xyz": [[-0.9225, 0.6247, 1.3545], [-0.6005, 1.6758, 0.7172], [-0.2816, 0.6116, -0.3880], [1.0606, 0.0354, -0.6364], [0.0927, -0.9694, -0.1216], [-1.5851, 0.0512, 1.9859], [-0.9049, 0.7922, -1.2765], [1.3490, -0.0510, -1.6734], [1.8541, 0.3291, 0.0398], [-0.4220, -1.6172, -0.8199], [0.3603, -1.4825, 0.8185]],
  "forces_ev_per_a": [[-0.4, 1.6, 0.2], [0.3, -0.7, 0.5], [-0.3, -0.8, 0.1], [0.3, 0.0, -0.1], [0.0, -0.1, -0.2], [0.4, -0.4, -0.5], [0.2, -0.5, 0.6], [0.1, 0.1, -0.1], [0.0, 0.0, 0.0], [0.2, 0.0, -0.1], [-0.6, 0.8, -0.4]],
  "lowdin_charge": [0.034, -0.054, -0.332, -0.161, -0.116, 0.084, 0.133, 0.106, 0.115, 0.089, 0.102]
}